Record 1
The following is a quantum chemistry calculation of a molecular structure, C34H39N5ORu in a non-equilibrium geometry, from the OMol25 dataset.

Summary:
Charge: -1
2S+1: 6
Electronic energy: -47962.083 eV
Frontier orbital gap (spin up / spin down): 2.611 / 6.455 eV
HOMO energy (spin up / spin down): -0.7 / -4.4 eV
Strongest force on any atom: 5.035 eV/Å
ΔE to the lowest compared entry with this formula, charge and spin: 3.7 kcal per mole
<S²>: 8.866
E_LUMO (spin up / spin down): 1.9 / 2.0 eV

```
80
Properties=species:S:1:pos:R:3:forces:R:3
Ru 0.7867 -0.5753 0.1526 -2.2 0.5 0.4
N 1.0568 -2.6214 4.0348 0.9 -0.2 -0.8
N -0.7328 -2.7476 -2.1106 3.3 -0.5 3.8
C 1.1850 1.8851 -0.1809 1.3 -1.0 0.2
C 2.2755 0.9526 0.0981 -0.1 2.2 0.3
C 2.2243 0.7411 1.5171 1.0 -1.1 0.8
C 3.2086 -0.0079 2.3058 1.4 3.4 -1.2
H 4.0043 -0.4590 1.7123 -0.1 0.1 0.3
H 2.4969 -1.0415 2.7668 0.0 -0.5 0.3
H 3.5371 0.4413 3.2450 -0.3 -0.3 0.0
C 1.0061 1.2713 2.0318 -0.2 1.4 -0.6
C 0.5700 1.0997 3.4379 -0.2 0.0 0.6
H 1.1290 1.7284 4.1472 0.1 0.0 -0.2
H 0.7264 0.0573 3.7498 0.0 0.3 0.1
H -0.4920 1.3320 3.5727 0.2 -0.1 -0.1
C 0.4242 2.0677 1.0069 0.9 -0.9 0.9
C -0.6915 3.0246 1.1848 -0.6 0.0 -0.1
H -1.4360 2.6327 1.8870 0.1 0.0 -0.2
H -1.1844 3.2044 0.2216 -0.1 0.0 0.3
H -0.3504 3.9983 1.5742 0.1 -0.3 -0.1
C 3.5306 0.7824 -0.6877 0.3 0.0 -0.4
H 4.3193 1.5077 -0.4253 -0.3 -0.1 0.0
H 3.3333 0.8935 -1.7553 0.1 -0.1 0.0
H 3.9493 -0.2115 -0.5078 0.0 0.0 -0.2
C 1.1520 2.7692 -1.3640 -0.3 0.2 -0.7
H 0.1154 2.9981 -1.6330 0.2 0.1 -0.2
H 1.6253 2.2834 -2.2241 -0.2 0.2 0.1
H 1.6729 3.7293 -1.1951 -0.1 -0.3 0.1
C 0.3320 -3.5701 4.6048 -0.9 -0.4 -0.7
H 0.6200 -3.8607 5.5988 -0.1 0.2 0.5
C -0.7406 -4.2180 3.9786 1.0 0.3 0.3
H -1.3005 -4.9257 4.5719 -0.3 0.0 -0.2
C -1.0084 -3.9027 2.6501 -0.2 -0.2 0.1
H -1.8896 -4.3349 2.1716 0.3 0.2 0.0
C -0.1475 -3.0487 1.9782 -0.1 0.3 0.2
H -0.3500 -2.7108 0.9494 0.1 -0.5 0.4
C 0.8994 -2.4347 2.7045 -1.1 -1.1 0.5
C 1.7971 -1.5461 2.0190 -2.1 -2.6 -3.1
H 2.3130 -2.0220 1.1385 0.3 0.1 1.4
C -0.1939 -1.5272 -1.7837 -2.2 -0.2 -1.2
C 0.1818 -3.2895 -3.0105 -0.7 2.1 -1.9
H 0.3462 -4.3532 -3.1460 -0.5 0.2 -0.3
C 0.7745 -2.2317 -3.6860 -0.5 -1.0 0.2
H 1.4092 -2.2068 -4.5515 -0.2 -0.1 0.1
N 0.3719 -1.0727 -3.0039 1.9 -1.2 1.5
C 0.3477 0.2337 -3.4955 -0.2 0.1 -0.9
C 1.3460 0.6377 -4.4072 -1.0 0.3 0.2
C 1.0453 1.6982 -5.2624 0.0 0.3 0.3
H 1.7795 1.9307 -6.0457 -0.3 0.2 0.3
C -0.1434 2.4311 -5.1589 0.1 -0.4 0.0
C -0.3973 3.5580 -6.1243 -0.1 0.1 -0.1
H -0.9623 4.3613 -5.6368 0.1 -0.1 -0.2
H -0.9819 3.2194 -6.9945 0.1 0.1 0.2
H 0.5527 3.9640 -6.5005 -0.3 0.0 0.1
C -1.0896 2.0587 -4.1906 0.7 0.0 0.0
H -2.0466 2.5946 -4.1168 0.5 -0.2 0.0
C -0.8617 0.9584 -3.3535 0.3 0.1 -0.7
C -1.9674 0.5010 -2.4592 -0.7 0.4 0.4
H -2.3759 -0.4772 -2.7487 0.3 0.2 0.1
H -2.7829 1.2326 -2.5497 0.1 -0.2 0.1
H -1.6801 0.4483 -1.3976 -0.1 -0.1 -0.5
C 2.6640 -0.0474 -4.5610 0.6 0.1 -0.6
H 2.5919 -0.9762 -5.1358 0.1 0.1 0.2
H 3.2043 -0.2409 -3.6273 -0.4 -0.1 -0.1
H 3.2977 0.6053 -5.1709 0.1 0.0 0.2
N -1.8167 -1.5456 5.4960 0.5 0.4 0.6
C -2.9908 -1.6506 4.7844 0.2 1.1 -2.0
O -3.8698 -2.4382 5.0988 -0.4 -0.3 0.8
C -3.0744 -0.8199 3.5384 2.1 -0.8 1.2
C -4.2922 -0.3763 2.9954 -2.0 0.4 -0.6
C -4.2673 0.3524 1.8094 1.0 -0.2 -0.2
C -3.0440 0.4960 1.1278 -2.4 1.0 -0.7
N -1.9082 -0.0664 1.5546 2.7 -1.0 1.3
C -1.9131 -0.6176 2.7782 -0.5 0.1 -0.3
H -1.7619 -2.0659 6.3550 0.0 -0.1 -0.1
H -1.1551 -0.7780 5.3859 -0.7 -0.5 -0.1
H -5.2224 -0.5953 3.5212 0.2 0.1 -0.2
H -5.1535 0.8110 1.3720 0.1 -0.2 0.2
H -2.9807 1.0792 0.2063 -0.2 -0.2 0.2
H -0.9465 -0.9569 3.1672 -0.6 0.0 -0.3
```
Forces are in eV/Å.

***

Record 2
The following is a quantum chemistry calculation of a molecular structure, C34H40AsMgN4O4PSSi2 in a non-equilibrium geometry, from the OMol25 dataset.

Summary:
Charge: 0
2S+1: 1
Electronic energy: -152220.033 eV
Frontier orbital gap: 5.955 eV
HOMO energy: -7.7 eV
Strongest force on any atom: 3.759 eV/Å
ΔE to the lowest compared entry with this formula, charge and spin: 7.1 kcal per mole
E_LUMO: -1.8 eV

```
88
Properties=species:S:1:pos:R:3:forces:R:3
Mg 0.3141 -0.1978 -1.0295 -0.1 -0.6 0.1
O 0.9947 1.6329 -2.9548 1.3 -1.4 0.7
N 1.0590 1.5898 -1.5180 0.4 2.0 -0.4
C 1.5306 2.6803 -1.0007 0.2 -1.8 -1.6
C 1.6338 2.9745 0.4208 -0.2 2.3 0.0
C 2.1955 4.2876 0.6533 -0.5 -2.5 -1.4
C 2.3540 4.7967 1.8875 -0.6 -0.7 1.7
C 1.8812 4.0381 2.9716 -0.1 -1.4 -0.5
C 1.3531 2.7448 2.7652 1.0 0.9 1.0
C 1.1658 2.2319 1.5075 0.9 -0.3 -0.7
P 0.8739 0.4536 1.4473 0.3 -0.8 -0.1
C -0.6724 0.1803 2.3431 -0.1 0.9 0.3
C -1.3171 1.0932 3.1960 -0.4 0.1 0.8
C -2.5479 0.7337 3.7532 0.2 -1.1 -1.2
C -3.1120 -0.5419 3.5011 -0.4 1.5 1.1
C -2.4273 -1.4427 2.7493 0.2 -0.2 -1.2
C -1.2897 -1.0242 2.0640 0.5 -0.3 1.3
C 2.2923 -0.1724 2.4873 -0.6 -1.1 1.1
C 2.0067 -1.1039 3.5278 -0.3 0.0 -0.6
C 2.9960 -1.6000 4.3522 1.2 1.0 -0.8
C 4.3095 -1.1611 4.1751 -0.3 -0.3 -0.9
C 4.6143 -0.2716 3.1582 -0.4 0.1 -0.3
C 3.6282 0.1909 2.3011 -1.2 1.7 -0.5
H 1.4008 0.7185 -3.2019 -0.9 1.4 0.4
H 1.9922 3.3471 -1.7451 -0.4 0.2 0.5
H 2.6418 4.7634 -0.1918 0.0 0.5 -0.5
H 2.9294 5.6818 1.9972 0.1 0.8 0.4
H 2.0464 4.2735 3.9948 0.2 0.7 0.6
H 1.3173 2.0069 3.5835 -0.4 0.9 -0.1
H -0.8800 2.0587 3.4924 -0.3 -0.5 -0.4
H -3.2195 1.3702 4.2768 0.0 0.9 0.6
H -4.1009 -0.7163 3.9434 0.4 -0.2 -0.2
H -2.7995 -2.4341 2.5783 -0.2 -0.3 0.0
H -0.6783 -1.7200 1.5501 0.1 -0.9 -1.0
H 1.0283 -1.5462 3.6844 -0.2 0.5 -0.2
H 2.8120 -2.3239 5.0988 -0.5 -0.6 0.6
H 5.1172 -1.6539 4.6690 0.3 0.0 0.7
H 5.6097 0.0775 2.9873 0.6 0.0 0.1
H 3.7910 1.0035 1.5467 0.4 -1.0 0.7
O -6.3464 -0.1942 4.6974 0.3 0.1 0.1
S -6.4057 1.1978 4.2783 -2.0 1.6 0.5
O -7.5706 1.9864 4.7021 0.9 -1.3 -0.3
O -5.1838 1.9769 4.4116 0.4 -0.5 -0.1
C -6.6305 0.9911 2.4823 0.4 0.6 0.6
N -7.8180 1.1874 1.9168 -0.2 -0.2 1.5
C -7.8760 0.9495 0.6483 0.7 -0.4 -1.4
C -6.7436 0.6173 -0.1089 1.0 0.5 0.3
C -5.4916 0.5914 0.5286 -3.5 0.1 1.3
N -5.4982 0.7342 1.8661 1.0 -0.2 -0.7
C -4.2035 0.4746 -0.0975 2.1 0.0 0.4
C -3.8280 -0.6225 -0.8994 -0.3 0.8 -0.7
C -2.5809 -0.6340 -1.5287 -1.1 1.4 2.0
N -1.6941 0.3302 -1.2167 0.8 -0.3 0.0
C -1.9761 1.3043 -0.3386 -1.1 0.8 0.4
C -3.2300 1.4362 0.2762 0.8 -1.0 -1.8
H -8.8396 1.0432 0.1804 -0.3 0.1 -0.3
H -6.7959 0.6043 -1.1662 -0.2 -0.3 -0.9
H -4.5787 -1.3738 -1.1226 0.2 0.0 0.0
H -2.2883 -1.3726 -2.2306 0.2 -0.5 -0.4
H -1.2316 2.1193 -0.1362 -0.4 -1.2 -0.3
H -3.3690 2.3063 0.8916 -0.6 -0.1 0.3
C 4.3806 -0.1958 -3.8535 -0.6 0.9 -0.8
Si 3.9131 -1.3357 -2.4975 -1.2 0.3 1.3
C 4.2614 -0.4389 -0.8275 1.0 -2.4 0.2
C 4.7374 -2.9819 -2.6725 0.3 -0.1 -1.4
As 1.6448 -1.9126 -2.2229 0.2 -0.3 -0.7
Si 0.8807 -2.5045 -4.3805 -0.1 -0.1 -0.2
C 1.5338 -1.3743 -5.7588 0.1 -0.6 0.2
C 1.2288 -4.3026 -4.9461 1.1 1.3 1.5
C -1.0162 -2.3876 -4.2302 0.9 0.7 0.2
H 5.4721 -0.0131 -3.7777 -0.6 0.1 -0.3
H 3.7791 0.7763 -3.8152 1.0 -1.2 -0.1
H 4.1292 -0.7284 -4.7941 0.4 0.6 0.3
H 5.3497 -0.1655 -0.7152 -1.1 -0.1 0.1
H 3.9650 -1.1838 -0.0074 0.5 1.1 -1.0
H 3.6052 0.4028 -0.7505 -0.2 0.7 0.0
H 5.7970 -2.7930 -2.9019 -0.1 -0.4 -0.2
H 4.2626 -3.6965 -3.4387 0.7 1.1 1.3
H 4.7038 -3.3506 -1.6694 -0.1 -0.9 0.6
H 2.4271 -1.8545 -6.1704 0.1 0.2 0.1
H 1.7664 -0.3796 -5.4068 0.2 0.3 0.1
H 0.8563 -1.2735 -6.5945 -0.4 -0.1 -0.2
H 2.2151 -4.4782 -5.3991 -0.5 0.0 0.0
H 0.4145 -4.5144 -5.5698 -0.9 -0.5 -1.4
H 1.1116 -4.9271 -4.0716 0.1 -0.4 0.3
H -1.2956 -1.3166 -4.2892 0.0 -0.5 0.3
H -1.2713 -2.8399 -3.2656 -0.2 0.1 -0.2
H -1.5163 -2.9030 -5.0300 -0.3 -0.3 -0.4
```
Forces are in eV/Å.

***

Record 3
The following is a quantum chemistry calculation of a molecular structure, C34H40BrCl2N5SeZr in a non-equilibrium geometry, from the OMol25 dataset.

Summary:
Charge: +4
2S+1: 1
Electronic energy: -205035.993 eV
Frontier orbital gap: 4.967 eV
HOMO energy: -18.3 eV
Strongest force on any atom: 1.580 eV/Å
ΔE to the lowest compared entry with this formula, charge and spin: 11.5 kcal per mole
E_LUMO: -13.4 eV

```
84
Properties=species:S:1:pos:R:3:forces:R:3
Zr 0.0488 0.1845 -0.0915 1.4 -0.1 -0.6
Br -0.9143 -5.7147 -4.0821 0.0 0.0 0.0
C -1.0513 -3.9911 -3.4030 0.0 0.0 0.0
C -0.0779 -3.5127 -2.5242 0.1 0.0 0.0
C -0.1980 -2.2265 -2.0353 -0.1 0.0 0.0
C -1.2844 -1.4226 -2.3887 0.0 0.1 -0.1
C -2.2515 -1.8983 -3.2682 0.0 -0.1 0.1
C -2.1256 -3.1785 -3.7758 0.0 0.0 0.0
N -1.3203 -0.1416 -1.7792 -0.4 0.1 0.0
C -2.1344 0.8147 -2.0453 -0.1 0.0 0.0
C -2.0532 2.0382 -1.2531 -0.1 0.0 0.0
C -2.8736 3.1107 -1.5181 0.0 0.0 0.0
C -2.7619 4.2655 -0.7400 0.0 0.0 0.0
C -1.8270 4.2942 0.2800 0.0 0.0 0.0
C -1.0365 3.1794 0.4996 0.0 0.0 0.0
N -1.1281 2.0560 -0.2367 -0.2 0.1 -0.1
H 0.7615 -4.1401 -2.2572 0.0 0.0 0.0
H 0.6397 -1.8452 -1.4268 0.0 0.1 0.0
H -3.1152 -1.3091 -3.5476 0.0 0.0 0.0
H -2.8719 -3.5638 -4.4582 0.0 0.0 0.0
H -2.8891 0.7460 -2.8233 0.0 0.0 -0.1
H -3.5967 3.0519 -2.3221 0.0 0.0 0.0
H -3.3985 5.1204 -0.9336 0.0 0.0 0.0
H -1.7034 5.1657 0.9091 0.0 0.0 0.0
H -0.3038 3.1939 1.2925 0.0 0.0 0.0
Cl -1.9237 -1.3031 0.9354 0.0 -0.1 0.1
C -2.1598 -1.7458 2.7540 0.1 -0.1 0.1
Cl -0.6626 -1.8589 3.6125 0.0 0.1 -0.1
H -2.6500 -2.7118 2.6933 0.0 0.0 0.0
H -2.7951 -0.9521 3.1286 0.0 0.0 0.0
C 2.9541 2.8743 -5.2522 -0.1 0.0 0.0
C 1.9677 1.9968 -6.0279 0.0 0.0 0.0
C 1.0012 1.1911 -5.1541 0.0 0.0 0.0
C 1.5499 -0.1073 -4.5666 0.0 0.0 0.0
N 2.8345 0.0327 -3.8608 -0.1 -0.1 0.0
C 3.0503 0.5754 -2.6597 0.0 0.0 0.0
Se 1.7043 1.4066 -1.6079 -0.2 0.1 0.0
N 4.3576 0.6481 -2.4035 0.0 0.0 0.1
C 5.0360 1.2621 -1.2511 0.0 0.0 0.0
C 5.6215 2.6324 -1.5785 0.0 0.0 0.0
C 4.5685 3.7260 -1.7464 0.0 0.0 0.0
C 3.9308 4.1514 -0.4267 0.0 0.0 0.0
C 5.0367 0.0961 -3.4877 0.0 0.0 0.0
C 6.4011 -0.0762 -3.7221 0.0 0.0 0.0
C 6.7409 -0.6485 -4.9265 0.0 0.0 0.0
C 5.7654 -1.0373 -5.8671 0.0 0.0 0.0
C 4.4192 -0.8710 -5.6334 0.0 0.0 0.0
C 4.0731 -0.2935 -4.4115 0.0 0.0 0.0
H 3.3581 3.6555 -5.8940 0.0 0.0 0.0
H 3.8104 2.3207 -4.8621 0.0 0.0 0.0
H 2.4546 3.3772 -4.4168 0.0 0.0 0.0
H 2.5003 1.3243 -6.7065 0.0 0.0 0.0
H 1.3663 2.6393 -6.6710 0.0 0.0 0.0
H 0.1331 0.8932 -5.7485 0.0 0.0 0.0
H 0.6228 1.8361 -4.3519 0.0 0.0 0.0
H 1.7300 -0.8339 -5.3566 0.0 0.0 0.0
H 0.8414 -0.5632 -3.8750 0.0 0.0 0.0
H 5.8126 0.5598 -0.9472 0.0 0.0 0.0
H 4.3079 1.3233 -0.4428 0.0 0.0 0.0
H 6.2454 2.5532 -2.4703 0.0 0.0 0.0
H 6.2956 2.8961 -0.7598 0.0 0.0 0.0
H 3.8014 3.4006 -2.4597 0.0 0.0 0.0
H 5.0360 4.5943 -2.2111 0.0 0.0 0.0
H 3.4005 3.3227 0.0612 0.0 0.0 0.0
H 3.2149 4.9598 -0.5767 0.0 0.0 0.0
H 4.6879 4.5120 0.2712 0.0 0.0 0.0
H 7.1569 0.2294 -3.0118 0.0 0.0 0.0
H 7.7850 -0.8003 -5.1648 0.0 0.0 0.0
H 6.0888 -1.4753 -6.8017 0.0 0.0 0.0
H 3.6851 -1.1688 -6.3692 0.0 0.0 0.0
N 0.9019 0.8745 1.9154 -0.2 -0.1 0.4
C 2.1020 0.0622 1.7410 -0.1 0.0 0.2
C 3.3504 0.5206 2.1252 0.0 0.0 -0.1
C 4.4478 -0.3084 1.9413 0.0 0.0 0.0
C 4.3150 -1.5551 1.3289 0.0 0.0 0.0
C 3.0735 -1.9986 0.9144 0.0 0.0 -0.1
C 1.9553 -1.1872 1.1288 -0.2 0.0 0.0
H 1.1689 1.8374 2.1129 0.0 0.0 0.0
H 0.3648 0.5474 2.7274 0.1 0.0 0.0
H 3.4639 1.4878 2.6012 0.0 0.0 0.0
H 5.4199 0.0154 2.2929 0.0 0.0 0.0
H 5.1813 -2.1931 1.2115 0.0 0.0 0.0
H 2.9559 -2.9863 0.4883 0.0 0.0 0.0
H 0.9783 -1.6748 1.0062 -0.1 -0.1 0.3
```
Forces are in eV/Å.